C18H29As2AuN3O8S2 | ωB97M-V/def2-TZVPD

Each line ends with the natural charge from an NBO analysis.
Atoms and positions in Å:
Au -1.270079 0.297502 0.342677  0.776
As -3.115210 2.204221 0.605354  1.658
As -3.027536 -1.215831 0.865774  1.069
S -0.566084 3.059070 -0.100315  2.574
S 6.243848 -0.477665 0.234694  2.179
O -1.516039 2.808101 -1.198090  -0.994
O -1.541143 3.113265 1.145920  -0.976
O 5.757637 -0.011579 1.510619  -0.958
O 1.698847 -3.195696 -3.582277  -0.345
O 0.224925 1.802539 0.142080  -1.030
O 0.249301 4.216482 -0.154024  -0.886
O 6.995047 -1.701645 0.168823  -0.938
O 3.677102 -2.906569 -2.757266  -0.375
N 2.466682 -2.788356 -2.739089  0.528
N 0.437637 -1.112256 -0.287666  -0.589
N 2.547407 -1.705161 -0.487610  -0.303
C 3.973084 -1.818352 -0.164703  -0.230
C -2.734204 -2.931698 0.030256  -0.943
C -6.356306 -0.542930 -1.580089  -0.177
C 1.874854 -2.117919 -1.619067  0.141
C -3.649948 -1.719072 2.635292  -0.927
C 0.575206 -1.747264 -1.483564  -0.018
C -4.446002 -0.373365 -0.127879  -0.393
C -5.479067 -1.123777 -0.673268  -0.189
C 1.636251 -1.091516 0.292833  0.441
C 7.160338 0.829391 -0.558795  -0.654
C 1.942529 -0.433033 1.588339  -0.673
C -3.745110 2.030428 2.420401  -0.988
C -4.316076 0.974972 -0.445334  -0.338
C 4.784685 -0.690780 -0.797718  -0.679
C -3.917700 3.884396 0.075920  -0.980
C -5.173125 1.543559 -1.373663  -0.138
C -6.185314 0.780279 -1.947406  -0.188
C 8.550411 0.924385 0.057427  -0.620
H -2.933407 -2.400442 3.089405  0.258
H -7.151006 -1.132492 -2.016370  0.238
H 8.489619 1.146811 1.121776  0.231
H 5.081997 -0.926906 -1.817581  0.260
H -3.555162 -3.610031 0.256256  0.248
H 2.596681 -1.037182 2.214117  0.250
H -6.839024 1.231038 -2.681833  0.239
H -4.994380 3.826650 0.228132  0.237
H -1.801997 -3.348352 0.406928  0.259
H 9.095220 -0.007719 -0.076870  0.237
H 6.581348 1.741471 -0.412560  0.243
H 4.050736 -1.760510 0.918656  0.242
H 4.338971 -2.787329 -0.483745  0.263
H -5.587629 -2.172036 -0.420652  0.221
H -3.488641 4.643917 0.723662  0.265
H -3.681907 4.116417 -0.957447  0.268
H 1.013895 -0.251540 2.125258  0.239
H -4.600494 -2.234781 2.497551  0.251
H -5.064080 2.575873 -1.668309  0.229
H 9.103606 1.726233 -0.428322  0.232
H -3.410749 1.110193 2.884177  0.231
H -3.333231 2.873535 2.970663  0.272
H 7.197835 0.589644 -1.622363  0.239
H -4.833391 2.076975 2.416255  0.252
H 4.238340 0.253506 -0.773317  0.241
H -0.228567 -1.889728 -2.184645  0.243
H 2.425527 0.531039 1.421141  0.271
H -3.804892 -0.859622 3.277617  0.250
H -2.662065 -2.788754 -1.046165  0.255

Atomic forces in eV per Å
Au 0.3160 -0.4609 0.5308
As -0.4771 0.4983 0.0885
As -0.0767 0.1171 -0.1734
S 0.1897 -0.0642 -0.4640
S -0.1328 0.1057 -0.2014
O -0.0266 0.0305 0.0126
O -0.1592 -0.2570 -0.0237
O 0.0077 0.0273 0.0426
O -0.0130 0.0466 -0.0599
O -0.0958 -0.0419 -0.0431
O -0.0621 0.0444 0.1055
O 0.0229 -0.0472 -0.0359
O 0.0333 0.0519 -0.0384
N 0.0026 -0.1737 0.0637
N 0.0315 0.0092 0.1307
N 0.0641 -0.0039 -0.0315
C 0.0282 0.0137 0.0219
C -0.0548 0.0780 -0.0532
C 0.0076 -0.0202 0.0140
C -0.1221 0.1002 0.0550
C -0.0018 0.0215 -0.1527
C 0.0609 -0.0377 -0.0573
C 0.0665 -0.0858 0.1298
C -0.0082 -0.0412 -0.0062
C -0.0218 0.0231 -0.0900
C -0.0450 -0.0571 0.0607
C -0.0018 0.0055 0.0132
C 0.0083 -0.0257 -0.0641
C 0.2297 0.1023 0.0425
C 0.1195 0.0278 0.1076
C -0.0266 -0.0058 0.0928
C -0.0535 0.0418 -0.0452
C 0.0349 0.0205 0.0222
C -0.0073 0.0185 0.0077
H 0.0464 0.0255 -0.0223
H 0.0021 -0.0045 0.0016
H 0.0007 -0.0076 -0.0006
H 0.0269 -0.0144 0.0125
H -0.0092 0.0136 0.0144
H -0.0079 -0.0111 0.0016
H -0.0016 -0.0029 0.0006
H -0.0021 0.0144 0.0019
H 0.0051 0.0125 0.0139
H 0.0038 0.0026 0.0052
H -0.0221 -0.0120 -0.0111
H -0.0084 -0.0132 0.0012
H -0.0162 0.0076 -0.0093
H -0.0160 0.0016 -0.0078
H 0.0074 0.0048 -0.0029
H 0.0249 0.0076 -0.0016
H -0.0006 0.0084 -0.0072
H 0.0129 -0.0193 -0.0096
H -0.0113 -0.0051 -0.0186
H -0.0013 -0.0014 -0.0018
H 0.0487 -0.0071 0.0175
H -0.0171 0.0126 -0.0003
H 0.0219 -0.0390 0.0105
H -0.0041 -0.0225 -0.0166
H 0.0049 0.0006 0.0085
H 0.0040 -0.0131 0.0071
H 0.0175 -0.0127 0.0057
H 0.0364 0.0246 0.0009
H 0.0168 -0.0119 0.0050

ΔE to the lowest compared entry with this formula, charge and spin = 8.1 kcal/mol
M = 826.388 g mol⁻¹
HOMO level = -12.2 eV
Orbital gap = 0.291 Ha
Lowest unoccupied orbital energy = -4.31 eV
Charge = +1



C18H29BBrCl4NO4 | ωB97M-V/def2-TZVPD

Each line ends with the natural charge from an NBO analysis.
Atoms and positions in Å:
Br 0.527032 4.133183 0.023057  0.125
Cl -1.825425 1.385065 4.735920  -0.053
Cl 1.553228 -0.558015 5.638387  -0.060
Cl -1.050298 -2.495622 6.675471  -0.063
Cl -1.442630 -1.570755 3.115938  -0.070
O 2.599480 -1.305279 -3.647056  -0.859
O 2.537939 1.930445 0.902500  -0.498
O 2.423860 -0.672877 -0.022630  -0.516
O -1.235386 2.403488 -1.796202  -0.509
N 1.063713 -2.791005 -2.497559  -0.749
C 0.773179 2.387713 -0.583807  -0.218
C 2.379216 1.268764 2.177922  -0.064
C 0.939398 1.177822 2.631737  -0.658
C 1.696040 1.559228 -0.076174  0.253
C -0.144913 1.906030 -1.637398  0.491
C 1.638752 -2.223721 6.271577  -0.384
C 1.277219 -3.305642 -1.135333  -0.404
C 0.286435 0.735958 -2.460164  0.000
C -0.446841 1.919103 -4.625630  -0.395
C -0.373446 0.603985 -3.799461  -0.437
C 0.443486 -3.053354 5.882963  -0.388
C -0.383437 -2.812180 -2.788175  -0.413
C -2.898191 0.709407 3.484058  -0.389
C -1.983734 3.974164 -4.564655  -0.602
C 1.800670 0.171349 -0.634545  0.493
C 1.186158 -0.120630 -1.946391  -0.370
C -2.981292 -0.792720 3.566706  -0.383
C -1.861042 2.482729 -4.852059  -0.393
B 1.633214 -1.441507 -2.707451  1.121
H -0.679998 -2.002090 -3.453116  0.195
H -0.639263 -3.743537 -3.296283  0.201
H 2.941651 1.879757 2.881612  0.192
H -2.528850 1.035070 2.514526  0.225
H -3.232659 -1.121100 4.572166  0.230
H 2.337612 -3.359667 -0.900992  0.211
H 0.136023 -0.143536 -4.405651  0.220
H 0.270896 -3.032147 4.810476  0.230
H -3.026517 4.288162 -4.621246  0.208
H 0.328139 0.554405 1.978654  0.207
H 0.207889 2.671833 -4.184145  0.202
H 0.926134 0.706830 3.614172  0.240
H 0.607070 -4.083719 6.194343  0.222
H 0.807042 -4.284374 -1.040536  0.194
H -1.615593 4.227841 -3.571319  0.215
H 1.739955 -2.158152 7.351690  0.223
H -1.413480 4.560733 -5.287198  0.198
H 2.540719 -2.673905 5.860653  0.223
H 2.752300 -2.172634 -4.048832  0.502
H -2.605212 1.913554 -4.295098  0.201
H 2.833028 0.280155 2.162432  0.196
H -0.977535 -2.730234 -1.873278  0.183
H -2.115293 2.343050 -5.906971  0.195
H -0.017629 1.692883 -5.602619  0.209
H -3.886646 1.136048 3.645186  0.225
H -3.737962 -1.159351 2.875280  0.223
H 0.495781 2.170430 2.709744  0.217
H 0.816419 -2.655479 -0.381241  0.175
H -1.396405 0.254050 -3.633957  0.229

Atomic forces in eV per Å
Br -0.0377 0.0560 0.1391
Cl -0.0434 0.0061 0.0297
Cl 0.0258 -0.1281 0.1642
Cl -0.0462 0.0240 0.0252
Cl 0.0247 -0.0519 -0.0904
O -0.0217 0.0603 -0.0606
O -0.1246 -0.0537 -0.1261
O 0.0780 0.0232 -0.1582
O -0.0869 0.0991 -0.1574
N -0.3236 0.4831 0.3599
C 0.3131 -0.1556 -0.0335
C -0.0417 -0.2236 0.4914
C 0.1335 0.1225 0.0074
C -0.1272 0.2838 0.1327
C -0.2341 -0.0224 0.0899
C 0.1027 -0.0134 0.0565
C -0.1031 0.1666 -0.0773
C 0.4584 -0.1309 0.0596
C 0.0439 -0.3334 -0.0639
C -0.3655 0.3232 -0.1898
C 0.0163 -0.0745 -0.0581
C 0.2264 -0.1785 -0.1475
C -0.0346 0.0427 -0.0161
C -0.0494 0.0192 0.1274
C 0.1554 -0.1141 0.2172
C -0.3188 0.1162 -0.4866
C -0.1141 -0.0340 0.0509
C 0.0838 0.1361 -0.3343
B 0.1145 -0.4479 0.0847
H 0.0426 0.0235 -0.0387
H -0.0797 -0.0688 0.1112
H 0.0628 0.1216 -0.1438
H 0.0484 -0.0018 0.0070
H 0.0733 -0.0011 0.0230
H 0.0327 -0.1489 -0.0427
H 0.0830 -0.1646 0.2080
H -0.0119 0.0602 0.0011
H 0.0076 0.0712 -0.0513
H 0.0206 0.0072 -0.0657
H -0.0500 0.0829 0.0608
H -0.1034 0.1207 -0.1444
H -0.0061 0.0058 0.0378
H 0.1799 -0.1380 -0.0807
H -0.0172 -0.0711 0.0727
H -0.0331 0.0277 0.0060
H 0.0055 -0.0098 -0.0260
H -0.0103 0.0017 -0.0338
H 0.0548 0.0487 0.0268
H 0.0749 0.0739 0.2247
H 0.0603 0.0049 -0.2327
H -0.0729 0.0698 0.0132
H -0.0825 -0.1193 0.0313
H 0.1308 0.0856 0.0216
H -0.0065 -0.0147 0.0175
H 0.0200 0.0242 -0.0360
H -0.0807 -0.0163 -0.0118
H -0.0346 -0.0127 0.0424
H -0.0122 -0.0628 -0.0335

SMILES = CCCCC1=C(B(O)N(C)C)C(=O)C(OCC)=C(Br)C1=O.ClCCCl.ClCCCl
ΔE to the lowest compared entry with this formula, charge and spin = 2.3 kcal/mol
M = 555.961 g mol⁻¹
HOMO level = -8.9 eV
Orbital gap = 0.285 Ha
Lowest unoccupied orbital energy = -1.15 eV
Charge = 0